[1]
Entry from OMol25: a gas-phase ion, C6H12P (charge +1) (wB97M-V/def2-TZVPD).

Positions of all 19 atoms, in Å:
C -0.328 -0.147 1.277
C 0.791 -0.318 0.752
C 2.577 0.687 -0.624
C -2.229 1.567 -0.010
C -1.975 -1.512 -0.430
C 2.124 -0.477 0.260
P -0.887 -0.034 -0.643
H -0.986 -0.090 2.111
H 3.596 0.511 -0.960
H 2.553 1.623 -0.075
H 1.935 0.773 -1.498
H -1.945 1.888 0.979
H -3.210 1.116 -0.071
H -2.078 2.329 -0.757
H -2.531 -1.660 -1.355
H -2.673 -1.381 0.395
H -1.366 -2.399 -0.251
H 2.761 -0.541 1.152
H 2.212 -1.426 -0.280

Values from the calculation:
- orbital gap (eV) = 10.05
- 2S+1 = 1
- energy (Eh) = -576.8071
- relative energy (zero: lowest compared OMol25 entry of this formula, charge and spin) (kJ/mol) = 278.1
- charge = +1
- highest occupied orbital energy (eV) = -14.401
- molar mass (g/mol) = 115.14

=====

[2]
Entry from OMol25: a molecular structure, C6H12S (wB97M-V/def2-TZVPD).

Positions of all 19 atoms, in Å:
C 1.045 1.264 0.184
C 0.349 -0.060 -2.684
C -0.584 -0.181 1.388
C -0.874 -0.876 0.054
C -0.033 1.246 1.330
C 0.330 -1.448 -0.605
S 1.490 -0.230 -1.458
H 1.032 2.330 -0.265
H 1.965 1.215 0.863
H 0.804 0.382 -3.568
H -0.657 0.362 -2.489
H -1.433 -0.302 2.008
H 0.200 -0.771 1.855
H -1.617 -1.724 0.111
H -1.382 -0.181 -0.601
H -0.898 1.737 1.042
H 0.257 1.495 2.367
H 1.040 -1.796 0.227
H -0.122 -2.175 -1.381

Values from the calculation:
- orbital gap (alpha / beta) (eV) = 7.67 / 7.67
- 2S+1 = 1
- energy (Eh) = -633.8159
- relative energy (zero: lowest compared OMol25 entry of this formula, charge and spin) (kJ/mol) = 443.0
- charge = 0
- highest occupied orbital energy (alpha / beta) (eV) = -7.240 / -7.240
- molar mass (g/mol) = 116.23

=====

[3]
Entry from OMol25: 2 unconnected molecules or ions with the total composition C6H12S4 (wB97M-V/def2-TZVPD).

Positions of all 22 atoms, in Å:
C -1.901 -1.358 -2.314
C -1.642 -0.001 -2.849
S 0.110 0.436 -2.659
C 0.498 -0.757 -1.455
S -0.942 -1.658 -0.888
H -2.948 -1.662 -2.122
H -1.442 -2.125 -2.966
H -2.219 0.555 -2.084
H -2.125 0.176 -3.829
H 1.231 -1.399 -1.980
H 1.052 -0.150 -0.713
C 0.236 1.633 1.910
C -0.083 0.370 2.735
S 0.954 -0.914 2.092
C 2.450 0.165 1.856
S 2.050 1.951 1.751
H -0.179 1.471 0.897
H -0.199 2.570 2.307
H -1.137 0.034 2.697
H 0.110 0.758 3.754
H 3.021 0.132 2.804
H 3.105 -0.228 1.055

Values from the calculation:
- orbital gap (eV) = 9.02
- 2S+1 = 1
- energy (Eh) = -1828.5173
- relative energy (zero: lowest compared OMol25 entry of this formula, charge and spin) (kJ/mol) = 116.8
- charge = 0
- SMILES string = C1CSCS1.C1CSCS1
- highest occupied orbital energy (eV) = -8.397
- molar mass (g/mol) = 212.43

=====

Q: Which formula does entry 1 have?
A: C6H12P